1.
The following is a DFT calculation (ωB97M-V/def2-TZVPD) of one molecule with the formula C4H8N2.

```
14
Properties=species:S:1:pos:R:3:nbo_charge:R:1
H 0.275 0.606 -2.178 0.202
H 0.742 1.641 1.211 0.208
C -0.880 -1.777 0.675 0.180
C -0.193 -1.163 -0.418 -0.261
H -0.414 0.401 1.770 0.206
N -1.509 -1.924 1.643 -0.344
H -1.446 -1.376 -0.655 0.232
C 0.515 0.570 1.212 -0.417
H 0.216 -1.666 -1.289 0.240
H 1.323 0.052 1.743 0.204
H 1.137 1.793 -1.179 0.203
N 0.421 0.093 -0.162 -0.434
C 0.288 1.096 -1.199 -0.396
H -0.642 1.672 -1.088 0.178
```

Structure (SMILES): CN(C)CC#N
Total charge: 0

2.
The following is a DFT calculation (ωB97M-V/def2-TZVPD) of one molecule with the formula C4H8N2.

```
14
Properties=species:S:1:pos:R:3:nbo_charge:R:1
N -0.173 0.104 0.072 -0.470
H -3.052 -1.272 -1.769 0.235
C -2.820 -0.250 -1.506 -0.581
H -3.021 0.562 -2.203 0.243
N -1.517 0.093 0.643 -0.309
H -0.018 -0.863 -0.179 0.341
H 2.512 0.370 -0.572 0.214
C 0.928 0.494 0.964 -0.222
H 0.783 0.094 1.970 0.178
H 3.090 0.274 1.097 0.220
H 0.986 1.590 1.026 0.189
H 2.301 -1.121 0.368 0.200
C -2.273 -0.052 -0.333 0.377
C 2.275 -0.023 0.423 -0.616
```

Structure (SMILES): C=C=NNCC
Total charge: 0

3.
The following is a DFT calculation (ωB97M-V/def2-TZVPD) of one molecule with the formula C4H8N2.

```
14
Properties=species:S:1:pos:R:3:nbo_charge:R:1
N 2.037 0.823 -0.541 -0.652
H 0.654 0.537 1.612 0.209
C -0.187 0.031 1.109 -0.282
H -2.176 -0.786 1.172 0.198
H -2.247 -0.263 -0.447 0.211
C -0.146 -0.083 -0.289 0.125
N 0.902 0.275 -1.058 -0.226
H -1.514 -0.213 2.907 0.214
H -1.132 -1.917 -0.773 0.227
C -1.296 -0.319 1.803 -0.362
H 1.825 1.514 0.135 0.356
H 2.761 0.967 -1.255 0.383
H -1.224 -0.590 -2.037 0.239
C -1.291 -0.784 -0.977 -0.641
```

Structure (SMILES): C=C/C(C)=N\N
Total charge: 0

Number 1: orbital gap 9.34 eV, highest occupied orbital energy -8.59 eV, energy -266.6136 hartree. Number 2: orbital gap 10.07 eV, highest occupied orbital energy -8.98 eV, energy -266.6180 hartree. Number 3: orbital gap 8.57 eV, highest occupied orbital energy -7.98 eV, energy -266.6211 hartree.